The following is a quantum chemistry calculation of a structure of composition C15H24MnN4OS4, from OMol25.

As for the expectation value of S²: 6.486. The calculation puts the LUMO energy (alpha / beta) at -5.32 / -3.22 eV. Its HOMO energy (alpha / beta) is -10.871 / -11.184 eV.

Structure (ORCA input):
```
! wB97M-V def2-TZVPD RIJCOSX def2/J DEFGRID3
* xyz 1 5
Mn 2.82945 -0.73073 0.31030
S 5.63867 2.74381 0.69065
C 4.57260 1.49617 0.61564
S 5.10819 -0.15510 0.96612
S 2.87644 1.58261 0.05530
N 3.31358 -0.93651 -1.99634
C 3.09605 -2.28705 -2.48413
C 3.87180 -3.39005 -1.71240
C 3.21980 -3.85495 -0.41030
N 3.42309 -2.85950 0.65815
H 2.62227 -0.30141 -2.34947
H 4.25729 -0.56379 -2.17624
H 3.21131 -2.40694 -3.61505
H 2.01746 -2.59387 -2.26865
H 4.92538 -3.11298 -1.49616
H 3.85746 -4.29312 -2.33091
H 3.63928 -4.81396 -0.15675
H 2.16193 -4.07475 -0.54754
H 4.43482 -2.56690 0.62487
H 3.24940 -3.30193 1.56404
C -2.37019 -1.22231 -1.15011
C -2.04602 0.04666 -1.96679
C -0.95674 0.90728 -1.39718
N -1.10383 1.12448 0.01235
C -0.54147 0.41278 0.96757
S 0.31278 -1.04263 0.69053
N -0.78048 0.87873 2.26665
C -1.45876 2.10842 2.64516
O -0.80638 2.81720 3.38604
C -2.82764 2.39670 2.11528
C -3.33738 3.69361 2.32677
C -4.61943 3.98365 1.92156
C -5.41270 2.97440 1.40387
C -4.89096 1.70046 1.22419
C -3.61360 1.39176 1.54877
H -2.70516 -1.99988 -1.88222
H -3.24661 -1.00214 -0.46250
H -1.50642 -1.64455 -0.67055
H -2.92689 0.64829 -2.14294
H -1.68545 -0.32307 -2.91585
H -0.96989 1.89030 -1.90261
H 0.00687 0.41720 -1.58009
H -1.68641 1.93152 0.17119
H -0.06710 0.48860 2.89853
H -2.69590 4.41923 2.89140
H -5.04813 4.93460 2.01066
H -6.44420 3.20422 1.19361
H -5.61536 0.91508 0.99579
H -3.28282 0.37038 1.45978
*
```


The following is a quantum chemistry calculation of the molecule C15H24N2O, from OMol25.

The calculation puts the LUMO energy at 0.64 eV. Its HOMO energy is -8.799 eV. The energy relative to the best compared isomer or geometry (same formula, charge and spin) is 32.1 kJ/mol.

Structure (ORCA input):
```
! wB97M-V def2-TZVPD RIJCOSX def2/J DEFGRID3
* xyz 0 1
C -5.80651 -0.38802 -0.08659
C -4.43026 -0.79281 0.42766
C -3.44316 -1.00012 -0.71872
C -2.09068 -1.55463 -0.26853
C -1.30722 -0.65258 0.68704
C -0.93280 0.69795 0.07951
C -0.01071 1.49058 1.00583
C 0.45763 2.82278 0.41788
C 1.39186 2.69287 -0.79483
C 2.68011 1.98839 -0.40760
O 3.64204 2.57335 0.03084
N 2.61983 0.63262 -0.58587
C 3.57472 -0.33307 -0.27631
C 3.23740 -1.67619 -0.44377
C 4.17323 -2.64840 -0.14507
C 5.41864 -2.24298 0.31227
N 5.74518 -0.97314 0.47535
C 4.85867 -0.03989 0.19338
H -6.49596 -0.23771 0.74091
H -5.74474 0.53844 -0.65387
H -6.21431 -1.15914 -0.73678
H -4.51507 -1.71876 1.00121
H -4.06060 -0.01667 1.09975
H -3.87852 -1.70736 -1.42956
H -3.30036 -0.05672 -1.24897
H -2.25395 -2.51702 0.22281
H -1.48117 -1.74100 -1.15758
H -0.39005 -1.17545 0.97427
H -1.88285 -0.49277 1.59954
H -0.45352 0.52596 -0.88786
H -1.83378 1.28496 -0.10507
H 0.85658 0.88401 1.27650
H -0.55271 1.69943 1.93124
H 0.98826 3.37933 1.19281
H -0.41404 3.41048 0.12100
H 1.65654 3.69592 -1.13211
H 0.89236 2.17337 -1.61319
H 1.74771 0.25705 -0.93439
H 2.25271 -1.94773 -0.80291
H 3.93967 -3.69511 -0.26469
H 6.18795 -2.96175 0.55929
H 5.17188 0.98152 0.34518
*
```


The following is a quantum chemistry calculation of the molecule C15H24N2O2, from OMol25.

The calculation puts the LUMO energy at 0.58 eV. Its HOMO energy is -8.490 eV. The energy relative to the best compared isomer or geometry (same formula, charge and spin) is 552.5 kJ/mol.

Structure (ORCA input):
```
! wB97M-V def2-TZVPD RIJCOSX def2/J DEFGRID3
* xyz 0 1
C 3.85680 0.30493 1.62767
C 2.85994 0.35143 0.47659
C 1.37948 0.38205 0.94403
C 0.56381 0.28567 -0.26236
C -0.03784 0.15610 -1.29460
C -0.72457 -0.02275 -2.57199
N -2.10633 0.39383 -2.69146
C -2.35712 1.82243 -2.66840
C -2.45670 2.38164 -1.24464
O -3.43543 1.69060 -0.49457
C -3.16205 0.30598 -0.44058
C -3.06311 -0.29730 -1.84790
C 1.07096 1.69800 1.68871
C -0.35721 1.75813 2.21704
O 1.14923 -0.68254 1.88069
C 0.43558 -1.81143 1.47920
C 1.17282 -2.73179 0.48111
C 2.45406 -3.14039 0.99517
N 3.47196 -3.45605 1.40776
H 3.58790 -0.49043 2.31758
H 3.88517 1.24717 2.16818
H 4.85214 0.10300 1.23982
H 3.00812 -0.53412 -0.14576
H 3.03843 1.22911 -0.14868
H -0.15599 0.51739 -3.33854
H -0.69119 -1.09160 -2.82220
H -1.56973 2.33917 -3.21977
H -3.31250 1.98764 -3.17901
H -2.77244 3.42612 -1.25813
H -1.47711 2.30576 -0.74908
H -3.98835 -0.14167 0.11464
H -2.22337 0.13172 0.10632
H -2.79505 -1.35374 -1.78424
H -4.04076 -0.21122 -2.33533
H 1.25999 2.53357 1.01145
H 1.75680 1.76764 2.53213
H -1.08241 1.73610 1.40735
H -0.50659 2.67591 2.78069
H -0.54564 0.91372 2.87569
H -0.53429 -1.53863 1.03556
H 0.25496 -2.36104 2.40866
H 1.32010 -2.20934 -0.46826
H 0.56266 -3.62121 0.30315
*
```


The following is a quantum chemistry calculation of the molecule C15H24N2O3, from OMol25.

The calculation puts the LUMO energy at 0.22 eV. Its HOMO energy is -9.267 eV. The energy relative to the best compared isomer or geometry (same formula, charge and spin) is 17.2 kJ/mol.

Structure (ORCA input):
```
! wB97M-V def2-TZVPD RIJCOSX def2/J DEFGRID3
* xyz 0 1
C 2.37614 -1.79535 -2.57328
C 1.82074 -3.20490 -2.40122
C 2.51007 -3.99127 -1.28551
C 2.29873 -3.44745 0.13001
C 0.85790 -3.57691 0.64461
C 0.00978 -2.31409 0.47374
C 0.43535 -1.17673 1.41122
C -0.08388 -1.34428 2.83363
N 0.00692 0.10523 0.84590
C -1.28635 0.45650 0.81395
C -1.75080 1.61591 0.27463
C -3.21663 1.84619 0.32825
C -3.73625 3.11456 -0.27204
O -3.94226 1.02049 0.84372
C -0.79790 2.54218 -0.31431
O -1.03393 3.61767 -0.81952
N 0.52931 2.08872 -0.27274
C 1.51291 2.97350 -0.87564
C 0.98104 0.90973 0.25948
O 2.14409 0.57168 0.23075
H 1.87140 -1.28880 -3.39360
H 2.24851 -1.19738 -1.67468
H 3.43912 -1.83581 -2.80064
H 0.74569 -3.16524 -2.21722
H 1.96349 -3.75092 -3.33759
H 2.15963 -5.02645 -1.31869
H 3.58380 -4.00361 -1.48851
H 2.62272 -2.40806 0.16650
H 2.95736 -4.01100 0.79450
H 0.36556 -4.39628 0.11709
H 0.87216 -3.84242 1.70314
H -1.03972 -2.55716 0.65685
H 0.09512 -1.96037 -0.55407
H 1.52783 -1.11955 1.43706
H 0.38580 -2.21195 3.28767
H -1.16093 -1.49100 2.85667
H 0.16342 -0.47075 3.43265
H -1.99910 -0.23164 1.24696
H -3.28155 3.97069 0.22102
H -4.81757 3.15084 -0.16821
H -3.45654 3.16992 -1.32159
H 2.49358 2.51716 -0.77374
H 1.26987 3.12411 -1.92720
H 1.48540 3.93986 -0.37293
*
```


no.,F_max (eV/Å),E_tot (hartree)
1,2.72,-3623.823450
2,0.61,-770.743171
3,0.75,-845.851765
4,0.63,-921.261290